ORCA calculation (ωB97M-V with the def2-TZVPD basis set) on a 2-piece molecular cluster, CH5O2 overall.

Geometry (Å):
C  1.388585  0.111956  0.193545
O  0.330780  0.542606  -0.550992
H  1.977021  0.912593  0.714941
H  2.122127  -0.463754  -0.407216
H  1.121429  -0.550241  1.040815
H  -2.010381  -0.147642  0.977718
H  -0.809928  0.024783  -0.095887
O  -1.714299  -0.591553  0.175327

Atomic forces in eV per Å
C 0.166 0.042 0.205
O -0.011 0.377 0.237
H -0.059 0.083 -0.336
H 0.171 -0.003 0.039
H -0.233 -0.238 -0.029
H -0.144 -0.153 -0.036
H -0.027 -0.685 -0.430
O 0.138 0.577 0.350

Results
- electronic energy (Ha) = -191.5712
- charge = -1
- strongest force on any atom (eV/A) = 0.81
- relative energy (zero: lowest compared OMol25 entry of this formula, charge and spin) (kJ/mol) = 2.5

Here are the Mulliken charges for atoms 1 to 5, given in e: atom 1 (C): -0.5146, atom 2 (O): -0.7827, atom 3 (H): 0.1620, atom 4 (H): 0.1453, atom 5 (H): 0.1926

---

ORCA calculation (ωB97M-V with the def2-TZVPD basis set) on C8H14N3SZn as an isolated structure in a non-equilibrium geometry.

Geometry (Å):
C  -0.587834  -0.070843  -3.524238
Zn  -0.353344  -1.837315  -0.999390
N  -1.053773  -2.601226  0.821347
H  -0.346161  -2.838104  -2.204294
H  -0.316134  -2.618125  1.535434
H  -1.127817  -0.864251  -2.963643
H  -0.191239  -0.475409  -4.468592
H  0.253952  0.331141  -2.931237
H  -1.270059  0.757089  -3.769448
H  -1.815407  -2.023864  1.185027
H  -1.418228  -3.554443  0.711255
N  2.491472  -0.790086  -1.324694
C  1.808716  -0.068673  -0.402542
N  0.530341  -0.297530  -0.069735
C  0.049012  0.667546  0.848840
C  -1.243010  0.759089  1.384746
C  -1.464621  1.665880  2.431218
C  -0.435156  2.499153  2.900891
C  0.839308  2.438358  2.320486
C  1.066052  1.531966  1.289977
S  2.585720  1.234692  0.433148
H  3.436074  -0.516950  -1.538958
H  2.005841  -1.484581  -1.898055
H  -2.056913  0.151506  0.973975
H  -2.446587  1.742932  2.894715
H  -0.611671  3.201873  3.717414
H  1.671469  3.060180  2.646365

Atomic forces in eV per Å
C -0.001 0.269 -0.074
Zn -0.193 -0.206 0.984
N -0.092 -0.174 -0.050
H 0.323 0.177 0.022
H -0.110 -0.010 -0.054
H 0.331 0.692 -0.649
H -0.162 -0.051 0.391
H -0.448 -0.263 -0.178
H 0.154 -0.261 0.164
H -0.032 -0.229 0.055
H -0.070 0.136 0.139
N 0.657 -1.424 -1.184
C 0.294 1.264 0.611
N -2.041 0.501 0.534
C 0.780 -1.789 -1.271
C -0.237 0.468 0.389
C 0.415 -0.007 -0.311
C -0.019 -0.001 0.054
C 0.097 -0.428 -0.552
C -0.126 0.591 0.652
S 0.093 0.452 0.380
H -0.280 -0.256 -0.229
H 0.552 0.620 0.226
H 0.327 0.230 0.256
H 0.126 -0.080 -0.180
H -0.041 -0.239 -0.232
H -0.297 0.018 0.107

Results
- electronic energy (Ha) = -2654.9414
- charge = -1
- strongest force on any atom (eV/A) = 2.33
- relative energy (zero: lowest compared OMol25 entry of this formula, charge and spin) (kJ/mol) = 0.0

Here are the Mulliken charges for atoms 1 to 5, given in e: atom 1 (C): -0.9416, atom 2 (Zn): -0.4320, atom 3 (N): -1.2088, atom 4 (H): -0.0901, atom 5 (H): 0.3805

---

ORCA calculation (ωB97M-V with the def2-TZVPD basis set) on C13H25Cl3O24S6 as an isolated structure in a non-equilibrium geometry.

Geometry (Å):
C  -2.487293  -1.418033  -2.122380
C  -1.897677  -2.293261  -1.011469
O  -0.602181  -2.720705  -1.530988
S  -0.701041  -2.891576  -3.039370
O  -1.064972  -4.229330  -3.352719
O  0.410367  -2.246139  -3.613673
O  -1.941571  -2.043370  -3.364938
H  -2.191864  -0.365246  -2.096260
H  -3.579293  -1.481205  -2.204808
H  -2.572444  -3.093093  -0.663434
H  -1.583976  -1.647581  -0.149599
C  -1.899385  2.835339  -3.423112
C  -2.705486  3.891142  -2.641466
O  -4.037854  3.336096  -2.465354
S  -4.131084  1.771118  -2.737722
O  -4.969740  1.444160  -3.818142
O  -4.380908  1.133209  -1.510348
O  -2.613274  1.586309  -3.160857
H  -0.953686  2.641371  -2.950397
H  -1.910422  3.053550  -4.459035
H  -2.834140  4.840717  -3.196987
H  -2.294531  4.120173  -1.721122
C  -0.878549  -1.249999  3.407528
C  -2.172398  -0.393170  3.612113
O  -2.629192  -0.777713  4.921327
S  -1.499509  -1.565672  5.747525
O  -1.677057  -2.983273  5.822609
O  -1.180102  -0.834199  6.934812
O  -0.295361  -1.242407  4.756748
H  -0.135768  -0.778683  2.786578
H  -0.995194  -2.266320  2.983394
H  -2.977834  -0.611033  2.933147
H  -1.896566  0.669091  3.717466
C  2.504036  -3.309835  5.205130
C  1.878045  -4.690226  4.967537
O  1.979157  -4.848871  3.540403
S  3.086429  -3.925254  2.917403
O  2.387188  -2.889395  2.190801
O  4.065093  -4.768557  2.331208
O  3.642304  -3.214158  4.204105
H  2.980700  -2.998732  6.145643
H  1.726726  -2.567622  4.917753
H  0.847034  -4.835272  5.113983
H  2.488349  -5.491635  5.368303
C  1.424165  0.835727  -3.878737
C  2.766141  0.053693  -4.071555
O  3.620559  0.687186  -3.162270
S  3.301335  2.238450  -3.005893
O  4.058789  3.076793  -3.876222
O  3.214073  2.503149  -1.574478
O  1.877962  2.184150  -3.659255
H  0.818991  0.496797  -3.035376
H  0.795489  0.936131  -4.778010
H  3.032090  0.148452  -5.126467
H  2.771972  -0.973336  -3.824806
C  1.761653  0.830777  1.416761
C  1.554988  -0.024051  0.152199
O  0.193424  0.144502  -0.278055
S  -0.499783  1.382657  0.315775
O  -1.782754  0.974326  0.922059
O  -0.512284  2.442327  -0.616772
O  0.613626  1.647092  1.473096
H  2.700012  1.451685  1.292542
H  1.922605  0.182716  2.281104
H  1.590803  -1.084798  0.384232
H  2.178280  0.200531  -0.653164
C  0.454937  5.699985  -1.202019
Cl  0.843351  6.248839  -2.848950
Cl  -0.962555  6.572943  -0.611421
Cl  1.823935  5.819258  -0.153825
H  0.133112  4.673340  -1.171831

Atomic forces in eV per Å
C -0.147 -0.609 -0.937
C 0.514 1.532 1.450
O -0.933 0.342 2.312
S -0.274 -1.852 -2.327
O 0.662 -0.221 -0.110
O 1.544 0.207 -0.571
O -1.809 1.766 1.213
H 0.172 -0.427 0.064
H 0.379 -0.005 0.124
H 0.675 -0.038 -0.495
H -0.709 -0.660 -0.606
C -1.278 -0.480 1.741
C -1.169 0.109 -2.220
O 0.184 0.064 -0.404
S 0.607 1.024 0.095
O -0.470 0.291 -0.973
O 0.174 -0.761 1.157
O 0.267 0.081 -0.242
H 0.630 0.389 -0.360
H 0.297 -0.094 -1.041
H 0.115 -0.626 0.150
H 0.698 0.160 2.038
C 0.028 0.424 -0.019
C 1.417 -0.294 0.443
O 0.153 -1.237 0.849
S 1.079 0.973 1.419
O -0.575 0.669 -0.490
O -0.707 -0.551 -0.450
O -0.735 -0.552 -1.391
H 0.052 0.444 -0.187
H -0.338 0.321 0.725
H -0.051 0.209 -0.411
H -0.282 -0.418 -0.587
C -0.114 1.336 -0.636
C 2.152 -0.200 -0.528
O 0.007 0.044 -0.099
S -0.515 0.943 -1.396
O 0.613 -0.784 -0.197
O 0.043 0.615 -0.130
O -1.329 -1.037 1.452
H -0.462 -0.726 -0.201
H 0.760 -0.176 0.170
H -1.194 0.301 1.060
H -0.117 -0.123 0.520
C -0.083 -0.367 -0.515
C -1.891 0.831 -1.098
O 1.190 0.697 0.508
S 0.053 1.065 1.416
O 0.231 -0.525 0.783
O 0.271 -0.435 -2.091
O -0.660 -0.069 0.218
H 0.156 -0.048 0.019
H 0.338 -0.553 0.348
H 0.604 0.272 0.153
H -0.453 -1.025 0.370
C 1.754 0.017 -1.353
C -0.553 -1.526 1.192
O -0.195 -0.537 -0.529
S -2.087 -0.834 2.846
O 2.919 0.848 -1.155
O 0.081 0.825 -0.391
O -1.407 0.705 0.091
H -1.247 -0.404 0.144
H -0.599 0.298 0.192
H 0.442 -0.067 0.010
H 1.102 0.593 -1.154
C -0.492 0.012 -0.300
Cl -0.061 -0.349 0.242
Cl -0.081 0.334 0.211
Cl 0.443 0.215 0.380
H 0.209 -0.348 -0.513

Results
- electronic energy (Ha) = -6085.6389
- strongest force on any atom (eV/A) = 3.63
- relative energy (zero: lowest compared OMol25 entry of this formula, charge and spin) (kJ/mol) = 80.2

Here are the Mulliken charges for atoms 1 to 5, given in e: atom 1 (C): 0.4995, atom 2 (C): 0.2805, atom 3 (O): -0.1981, atom 4 (S): 1.0025, atom 5 (O): -0.6128